<1>
{"formula": "C2HN5O", "method": "wB97M-V/def2-TZVPD", "homo_energy_ha": -0.3559, "species": ["C", "C", "H", "N", "N", "N", "N", "N", "O"], "coordinates": [[-0.20901, 0.30711, -0.78377], [-0.32690, -0.24590, 0.72437], [1.34095, -0.64399, 2.09696], [1.84013, -0.15462, 0.00462], [1.20971, 0.17058, -1.04833], [-1.18490, 0.36383, -1.58505], [-2.23914, 0.63046, -2.05358], [0.91649, -0.14622, 1.16561], [-1.34733, -0.28125, 1.47915]], "nbo_charge": [-0.02, 0.60, 0.45, 0.03, -0.14, 0.04, 0.11, -0.49, -0.58]}

<2>
{"formula": "C2HN5O", "method": "wB97M-V/def2-TZVPD", "homo_energy_ha": -0.3863, "species": ["C", "C", "H", "N", "N", "N", "N", "N", "O"], "coordinates": [[0.01419, -0.88757, 0.68957], [-0.05225, 1.51886, -0.17086], [-0.04005, 2.65894, 0.08685], [-1.21651, -0.34484, 0.42335], [-1.21891, 0.92151, 0.00900], [1.04232, 1.00899, -0.77632], [0.62177, -0.12122, -1.32403], [0.01264, -1.07526, -0.77705], [0.69740, -1.14637, 1.73953]], "nbo_charge": [0.71, 0.13, 0.23, -0.12, -0.18, -0.20, 0.06, -0.17, -0.46]}

On energetic grounds, <1> is preferred over the next structure by 2.415 eV.

<1>
{"formula": "C14H16O2", "method": "wB97M-V/def2-TZVPD", "homo_energy_ha": -0.3031, "species": ["C", "C", "C", "C", "C", "O", "C", "C", "H", "H", "H", "H", "H", "H", "H", "H", "C", "C", "C", "C", "C", "O", "C", "C", "H", "H", "H", "H", "H", "H", "H", "H"], "coordinates": [[-1.06790, -1.62906, -5.00791], [-0.07780, -1.10141, -3.99315], [-0.47293, -0.77923, -2.69485], [0.42012, -0.11472, -1.83804], [1.73535, 0.04745, -2.23627], [2.55764, 0.66092, -1.29955], [2.16785, -0.31502, -3.51266], [1.23959, -0.88261, -4.36632], [-1.78466, -2.39157, -4.72442], [-0.46221, -1.96434, -5.85182], [-1.59996, -0.77028, -5.43453], [-1.49747, -0.86400, -2.36404], [0.23380, -0.01168, -0.77602], [3.42068, 0.70954, -1.73437], [3.20148, -0.14687, -3.79300], [1.48772, -1.04299, -5.41146], [-0.11879, -2.11011, 4.05911], [-0.46311, -0.64647, 3.88651], [0.45857, 0.13332, 3.18398], [0.21721, 1.38850, 2.66932], [-1.11048, 1.80470, 2.56784], [-1.51026, 2.90764, 1.90733], [-2.13870, 0.95851, 3.07770], [-1.76653, -0.10215, 3.88892], [-0.56585, -2.59400, 3.19448], [-0.50786, -2.62508, 4.94039], [0.94469, -2.33679, 4.02634], [1.45395, -0.23121, 2.92733], [1.00662, 2.08661, 2.41295], [-0.90677, 3.13416, 1.21949], [-3.14623, 1.32587, 3.05991], [-2.44909, -0.64119, 4.53939]], "nbo_charge": [-0.63, -0.05, -0.18, -0.27, 0.30, -0.67, -0.29, -0.19, 0.22, 0.21, 0.22, 0.21, 0.23, 0.47, 0.21, 0.21, -0.62, -0.07, -0.17, -0.31, 0.31, -0.67, -0.28, -0.18, 0.22, 0.22, 0.22, 0.20, 0.22, 0.48, 0.22, 0.21]}

<2>
{"formula": "C14H16O2", "method": "wB97M-V/def2-TZVPD", "homo_energy_ha": -0.3050, "species": ["C", "C", "C", "C", "C", "O", "C", "C", "H", "H", "H", "H", "H", "H", "H", "H", "C", "C", "C", "C", "C", "O", "C", "C", "H", "H", "H", "H", "H", "H", "H", "H"], "coordinates": [[-1.29351, -0.95982, -1.63628], [-0.48775, -2.03997, -0.97702], [-0.40826, -2.05777, 0.42170], [0.54764, -2.80412, 1.03574], [1.15681, -3.88256, 0.34876], [2.24599, -4.44727, 0.97631], [0.75571, -4.07634, -0.95311], [0.05001, -3.12230, -1.69510], [-1.46167, -1.05432, -2.71911], [-0.87629, 0.01190, -1.30716], [-2.29244, -0.91508, -1.16074], [-0.97923, -1.40686, 1.08425], [0.73405, -2.75418, 2.10524], [2.02141, -4.69734, 1.86691], [1.11277, -4.98222, -1.44280], [-0.02936, -3.02973, -2.76075], [-1.90955, 1.94152, 2.43782], [-1.00194, 2.46132, 1.33983], [0.21997, 1.81743, 1.04600], [0.93140, 2.29835, -0.04722], [0.39716, 3.37650, -0.80760], [1.09222, 3.57449, -1.95067], [-0.67099, 4.10487, -0.35106], [-1.41732, 3.61549, 0.75184], [-2.86386, 1.77322, 1.90819], [-2.14184, 2.66846, 3.22574], [-1.56023, 0.96670, 2.79945], [0.65050, 0.96117, 1.57437], [1.91518, 2.03166, -0.40684], [0.97251, 4.36366, -2.48513], [-0.86110, 5.05462, -0.84087], [-2.34359, 4.03093, 1.12911]], "nbo_charge": [-0.64, -0.01, -0.22, -0.24, 0.27, -0.68, -0.25, -0.22, 0.22, 0.23, 0.22, 0.21, 0.20, 0.48, 0.22, 0.22, -0.63, -0.04, -0.22, -0.23, 0.29, -0.69, -0.28, -0.20, 0.21, 0.22, 0.21, 0.22, 0.23, 0.49, 0.21, 0.22]}

On energetic grounds, <1> is preferred over the next structure by 0.385 eV.

<1>
{"formula": "C2H3O2S2", "method": "wB97M-V/def2-TZVPD", "charge": -1, "homo_energy_ha": -0.1395, "species": ["C", "C", "S", "O", "O", "S", "H", "H", "H"], "coordinates": [[0.63830, -0.42401, 0.32418], [0.12192, 0.52789, -0.44659], [1.38910, 1.98812, -1.16019], [2.37159, 1.27303, -1.94983], [0.48733, 2.91187, -1.85407], [2.49566, 2.68926, 0.31684], [0.01368, -1.15752, 0.91201], [1.69806, -0.42394, 0.48940], [-0.84794, 0.79828, -0.77380]], "nbo_charge": [-0.43, -0.36, 1.87, -1.01, -0.99, -0.69, 0.18, 0.22, 0.20]}

<2>
{"formula": "C2H3O2S2", "method": "wB97M-V/def2-TZVPD", "charge": -1, "homo_energy_ha": -0.1427, "species": ["C", "C", "O", "O", "S", "S", "H", "H", "H"], "coordinates": [[0.66564, 1.71281, 0.74149], [-0.11309, -1.13615, -0.36723], [1.56300, 1.26881, 1.29848], [-0.42637, 2.11187, 0.68856], [1.41108, 1.89636, -1.38611], [-0.08305, -2.09481, 0.94531], [0.28365, 2.36182, -2.09942], [-0.73304, -1.50538, -1.26777], [0.40346, -0.17555, -0.30643]], "nbo_charge": [0.95, -0.43, -0.62, -0.64, -0.77, -0.02, 0.10, 0.19, 0.24]}

<3>
{"formula": "C2H3O2S2", "method": "wB97M-V/def2-TZVPD", "charge": -1, "homo_energy_ha": -0.1479, "species": ["C", "C", "S", "O", "O", "S", "H", "H", "H"], "coordinates": [[0.17409, 0.01641, -0.43171], [-0.20757, -0.23140, 0.78111], [0.63137, -1.35103, 2.05118], [2.04343, -1.25238, 1.62458], [0.27532, -0.90550, 3.39018], [-0.43181, -2.98809, 1.69274], [-0.54382, 0.42554, -1.16736], [1.07162, -0.31511, -0.95243], [-1.22203, -0.07094, 0.85379]], "nbo_charge": [-0.40, -0.43, 1.92, -0.98, -0.98, -0.68, 0.17, 0.20, 0.19]}

On energetic grounds, <2> is preferred over the next structure by 0.498 eV.

<1>
{"formula": "C5H13NS2", "method": "wB97M-V/def2-TZVPD", "homo_energy_ha": -0.2965, "species": ["C", "C", "N", "C", "H", "H", "H", "H", "H", "H", "H", "C", "S", "S", "C", "H", "H", "H", "H", "H", "H"], "coordinates": [[-1.87386, -1.20409, -1.95004], [-1.78832, -1.36453, -0.59389], [-1.26489, -0.42580, 0.29400], [-0.88958, -0.78520, 1.65534], [-1.42905, -0.31073, -2.41877], [-2.36592, -1.96868, -2.52270], [-2.16810, -2.31170, -0.14599], [-0.57089, 0.17786, -0.09927], [-1.17866, -0.02440, 2.35209], [-1.41052, -1.70419, 1.98522], [0.21514, -0.96701, 1.83334], [0.90497, 2.69706, 1.10806], [2.08084, 2.26306, -0.22942], [2.78227, 0.36268, 0.12553], [1.90392, -0.60572, -1.13566], [-0.04684, 2.14006, 1.06774], [1.36649, 2.57370, 2.08941], [0.61416, 3.72077, 0.83172], [1.12395, 0.03267, -1.61038], [2.60338, -0.82649, -1.98562], [1.39152, -1.46930, -0.65071]], "nbo_charge": [-0.54, 0.02, -0.62, -0.41, 0.19, 0.21, 0.19, 0.38, 0.19, 0.20, 0.19, -0.74, 0.07, 0.08, -0.77, 0.21, 0.23, 0.23, 0.23, 0.23, 0.23]}

<2>
{"formula": "C5H13NS2", "method": "wB97M-V/def2-TZVPD", "homo_energy_ha": -0.3157, "species": ["C", "C", "C", "S", "S", "C", "C", "N", "H", "H", "H", "H", "H", "H", "H", "H", "H", "H", "H", "H", "H"], "coordinates": [[0.62314, -2.31358, -0.04012], [0.33286, -2.24149, -1.58184], [-0.96463, -1.51280, -1.96770], [-1.05616, 0.33618, -2.03560], [-1.56702, 1.23684, -0.20173], [-0.12500, 1.18522, 0.97888], [0.61803, 2.47364, 1.18093], [-0.23791, 3.34456, 2.00902], [1.01456, -3.27809, 0.25385], [-0.24244, -2.20736, 0.59418], [1.53032, -1.68099, 0.27401], [0.35400, -3.37537, -1.83727], [1.25729, -1.89268, -2.05242], [-1.14540, -1.73817, -3.03073], [-1.90195, -2.05391, -1.43730], [-0.55982, 0.88190, 1.92511], [0.44676, 0.24355, 0.78338], [1.62074, 2.17761, 1.64951], [0.97197, 2.95791, 0.21830], [0.17428, 3.94722, 2.58789], [-1.14362, 3.50980, 1.72965]], "nbo_charge": [-0.63, -0.43, -0.55, 0.09, 0.05, -0.54, -0.24, -0.86, 0.21, 0.21, 0.20, 0.21, 0.22, 0.23, 0.23, 0.23, 0.24, 0.20, 0.18, 0.37, 0.37]}

On energetic grounds, <1> is preferred over the next structure by 0.254 eV.

<1>
{"formula": "C10H15N3", "method": "wB97M-V/def2-TZVPD", "homo_energy_ha": [-0.2476, -0.2428], "species": ["C", "C", "C", "C", "C", "C", "C", "C", "C", "C", "N", "N", "N", "H", "H", "H", "H", "H", "H", "H", "H", "H", "H", "H", "H", "H", "H", "H"], "coordinates": [[0.95381, 0.72746, -2.11350], [0.72437, -1.20844, -1.07056], [1.30569, -0.66660, -2.15930], [-0.94788, 1.74739, 1.68599], [-1.72525, 0.74537, 0.85265], [-0.93102, -0.32075, 0.58317], [2.10187, -1.38840, -3.13039], [-3.08778, 0.40847, 1.48870], [-0.68187, -1.44779, 1.44308], [1.48991, 1.83597, 1.48769], [0.21600, 0.94500, -1.03347], [0.18879, 2.19226, 1.80754], [0.04270, -0.27473, -0.45457], [1.34608, 1.39120, -2.83340], [0.56412, -2.23006, -0.83388], [-1.86123, 1.44820, -0.10917], [1.70012, -2.28833, -3.46019], [2.47717, -0.75243, -3.88035], [2.84148, -1.70140, -2.44067], [-2.94725, -0.27446, 2.39982], [-3.56999, -0.22881, 0.80404], [-3.66432, 1.32706, 1.73592], [0.33266, -1.70212, 1.57374], [-1.24741, -2.37425, 1.11098], [-1.07477, -1.19375, 2.39198], [2.05363, 2.62226, 1.82932], [1.51657, 1.83157, 0.43201], [1.88380, 0.83009, 1.89282]], "nbo_charge": [-0.05, -0.07, -0.10, 0.35, -0.37, 0.16, -0.63, -0.58, -0.66, -0.45, -0.31, -0.42, -0.16, 0.21, 0.21, 0.30, 0.22, 0.22, 0.22, 0.20, 0.21, 0.23, 0.22, 0.22, 0.23, 0.20, 0.24, 0.19]}

<2>
{"formula": "C10H15N3", "method": "wB97M-V/def2-TZVPD", "homo_energy_ha": -0.2707, "species": ["C", "C", "C", "N", "N", "C", "C", "N", "H", "H", "H", "H", "H", "C", "C", "C", "C", "C", "H", "H", "H", "H", "H", "H", "H", "H", "H", "H"], "coordinates": [[-1.30039, -1.65684, -3.63076], [-1.65538, -1.73403, -2.33534], [-2.31425, -2.86522, -1.73945], [-2.49916, -2.72039, -0.44818], [-2.05873, -1.49356, -0.10979], [-1.35527, -0.83527, -1.18990], [-0.87319, 0.40958, -1.17338], [-0.57288, 1.58785, -1.36037], [-1.76495, -2.39234, -4.33766], [-0.58180, -0.94774, -4.04756], [-2.79947, -3.71909, -2.29669], [-1.58445, -1.36766, 0.82699], [0.40165, 1.80702, -1.11207], [0.05878, 0.80037, 3.19301], [0.87724, 0.25522, 2.01986], [1.53953, 1.03910, 1.18146], [2.47877, 0.27391, 0.30480], [1.34501, 2.50439, 0.97713], [0.66156, 0.59735, 4.01897], [-0.95321, 0.42378, 3.30551], [-0.10639, 1.90672, 3.16692], [1.05967, -0.79315, 1.96995], [1.84586, -0.09144, -0.56812], [2.82757, -0.50082, 0.91977], [3.36857, 0.83374, -0.02656], [1.84613, 3.13254, 1.77912], [0.25754, 2.78088, 0.72543], [1.85164, 2.76511, -0.01310]], "nbo_charge": [-0.39, -0.09, -0.04, -0.18, -0.40, -0.11, 0.42, -0.59, 0.20, 0.21, 0.22, 0.39, 0.38, -0.65, -0.20, 0.00, -0.64, -0.68, 0.22, 0.21, 0.21, 0.19, 0.22, 0.22, 0.21, 0.24, 0.24, 0.21]}

On energetic grounds, <2> is preferred over the next structure by 1.108 eV.

<1>
{"formula": "C7H9NO2", "method": "wB97M-V/def2-TZVPD", "homo_energy_ha": -0.2898, "species": ["C", "C", "C", "N", "C", "C", "C", "O", "C", "O", "H", "H", "H", "H", "H", "H", "H", "H", "H"], "coordinates": [[2.81456, -0.35475, 0.76339], [2.17614, 0.09234, -0.51145], [0.75932, 0.37775, -0.35878], [0.32521, 1.61605, -0.17394], [-1.03765, 1.92018, 0.08598], [-1.93452, 1.00055, 0.19854], [-1.61228, -0.37955, 0.10442], [-2.39639, -1.35336, 0.19014], [-0.16741, -0.63697, -0.16112], [0.13009, -1.95860, -0.30923], [2.75558, 0.21535, 1.66032], [4.04556, -0.48289, 0.77621], [2.26481, -1.24603, 1.00423], [2.13360, -0.82664, -1.18483], [2.61944, 1.10398, -0.81869], [1.16722, 2.46169, -0.39924], [-1.29665, 2.97943, 0.11677], [-2.83877, 1.26491, 0.50863], [-0.98585, -2.40381, -0.21908]], "nbo_charge": [-0.61, -0.45, 0.14, -0.51, 0.04, -0.34, 0.42, -0.65, 0.17, -0.71, 0.21, 0.21, 0.23, 0.26, 0.20, 0.42, 0.21, 0.23, 0.52]}

<2>
{"formula": "C7H9NO2", "method": "wB97M-V/def2-TZVPD", "homo_energy_ha": -0.3187, "species": ["C", "C", "C", "C", "C", "C", "C", "H", "H", "H", "H", "H", "H", "H", "H", "H", "N", "O", "O"], "coordinates": [[1.19378, 1.87989, -0.84812], [0.40426, 0.70091, -0.34987], [-0.40301, 0.69675, 0.80329], [-1.08114, -0.49833, 1.21348], [-0.89108, -1.59723, 0.74379], [-0.12006, -1.70010, -0.40784], [0.68096, -0.57888, -0.86137], [0.82563, 3.36457, 0.75660], [-0.24280, 3.18547, -0.51720], [1.01189, 1.59515, -1.92348], [2.49519, 2.04758, -0.22719], [-0.54474, 1.50435, 1.37095], [-1.87901, -0.49023, 2.09942], [-1.04846, -3.35358, 1.39618], [-0.89320, -3.36328, -1.02418], [1.22637, -0.80356, -1.81227], [0.72289, 3.17367, -0.50202], [-1.57377, -2.79740, 1.07068], [0.11629, -2.96575, -0.98086]], "nbo_charge": [-0.20, -0.06, -0.23, -0.21, 0.16, 0.29, -0.26, 0.32, 0.34, 0.22, 0.19, 0.20, 0.22, 0.46, 0.49, 0.23, -0.79, -0.68, -0.68]}

On energetic grounds, <1> is preferred over the next structure by 3.091 eV.